Below is a molecular structure, C57H54N4O4RuSTe, with properties calculated with ωB97M-V/def2-TZVPD.

Summary:
HOMO energy (spin up / spin down): -0.1485 / -0.1598 Ha
Net charge: -1
Spin multiplicity: 2
HOMO-LUMO gap (spin up / spin down): 6.28 / 6.51 eV
E_LUMO (spin up / spin down): 2.243 / 2.165 eV

Last column: Löwdin spin population.
Cartesian coordinates (Å):
Ru -0.0964 0.2911 -0.0756  0.19
O -0.2031 -1.1466 -1.3924  -0.01
C -1.0215 -1.2117 -2.5199  0.01
C -1.4554 0.2109 -2.9733  0.00
C -2.3420 1.0243 -2.0901  0.00
C -3.5906 1.4291 -2.5486  0.00
C -4.3776 2.2248 -1.7464  0.00
C -3.8745 2.6314 -0.5261  0.00
C -2.6141 2.2162 -0.1246  0.00
C -2.0486 2.7264 1.1667  0.00
C -1.6004 1.6045 2.1455  0.00
O -0.3923 1.0923 1.7006  0.08
C -2.6632 0.5091 2.2267  0.00
C -2.2852 -0.8267 2.1807  0.00
C -3.2421 -1.8335 2.2331  0.00
C -4.5864 -1.5179 2.3452  0.00
C -4.9720 -0.1846 2.4178  0.00
C -4.0164 0.8183 2.3587  0.00
C -1.3234 2.2223 3.5222  0.00
C -1.9424 1.8005 4.6917  0.00
C -1.6087 2.3678 5.9177  0.00
C -0.6557 3.3685 5.9898  0.00
C -0.0201 3.7885 4.8264  0.00
C -0.3449 3.2137 3.6102  0.00
N -1.8681 1.3914 -0.8873  0.00
C -0.2125 -1.7034 -3.7311  0.00
C -0.8506 -1.9621 -4.9441  0.00
C -0.1235 -2.3487 -6.0573  0.00
C 1.2589 -2.4786 -5.9699  0.00
C 1.8957 -2.2181 -4.7677  0.00
C 1.1641 -1.8276 -3.6509  0.00
C -2.1709 -2.1799 -2.1887  0.00
C -3.2935 -1.7926 -1.4636  0.00
C -4.2559 -2.7161 -1.0717  0.00
C -4.1130 -4.0555 -1.3905  0.00
C -2.9879 -4.4646 -2.0966  0.00
C -2.0322 -3.5393 -2.4854  0.00
H -1.9066 0.1593 -3.9637  0.00
H -0.5067 0.7485 -3.0738  0.00
H -3.9255 1.0935 -3.5207  0.00
H -5.3638 2.5352 -2.0686  0.00
H -4.4468 3.2736 0.1291  0.00
H -2.7717 3.4079 1.6169  0.00
H -1.1438 3.2967 0.9463  0.00
H -1.2344 -1.0775 2.1056  0.00
H -2.9244 -2.8684 2.1796  0.00
H -5.3321 -2.3034 2.3787  0.00
H -6.0197 0.0744 2.5186  0.00
H -4.3280 1.8551 2.4246  0.00
H -2.6859 1.0147 4.6598  0.00
H -2.0948 2.0128 6.8184  0.00
H -0.3921 3.8055 6.9452  0.00
H 0.7477 4.5518 4.8720  0.00
H 0.1933 3.5072 2.7175  0.00
H -1.9310 -1.8795 -5.0124  0.00
H -0.6338 -2.5559 -6.9908  0.00
H 1.8326 -2.7852 -6.8367  0.00
H 2.9711 -2.3198 -4.6808  0.00
H 1.6522 -1.6523 -2.7038  0.00
H -3.4254 -0.7650 -1.1505  0.00
H -5.1101 -2.3782 -0.4973  0.00
H -4.8610 -4.7764 -1.0833  0.00
H -2.8468 -5.5109 -2.3414  0.00
H -1.1554 -3.8777 -3.0218  0.00
C -0.5072 -6.1682 8.2991  0.00
C -0.1352 -5.3683 7.0799  0.00
C 0.4894 -5.9605 5.9915  0.00
C 0.8509 -5.2264 4.8646  0.00
C 1.4999 -5.9517 3.7143  0.00
C 0.5851 -3.8495 4.8208  0.00
Te 1.2204 -2.7050 3.1299  0.01
N 2.9692 -1.1182 0.7228  0.30
C 3.7757 -1.6618 -0.1868  0.04
O 4.3733 -2.7232 -0.0014  0.02
C 4.0329 -0.8935 -1.4712  0.01
C 3.5214 0.3714 -1.7383  0.01
C 3.8160 1.0115 -2.9354  0.00
C 4.6313 0.3986 -3.8744  0.00
C 5.1480 -0.8646 -3.6134  0.00
C 4.8494 -1.5045 -2.4217  0.00
C 2.3797 -1.3713 4.3017  0.00
C 1.9455 -0.0574 4.4363  0.00
C 2.6834 0.8612 5.1685  0.00
C 3.8682 0.4621 5.7677  0.00
C 4.3086 -0.8447 5.6231  0.00
C 3.5826 -1.7787 4.8875  0.00
C 4.1140 -3.1752 4.7234  0.00
C -0.0833 -3.2437 5.8962  0.00
C -0.4491 -1.7836 5.9105  0.00
C -0.4186 -4.0126 7.0078  0.00
H -0.2134 -7.2125 8.1888  0.00
H -1.5842 -6.1392 8.4780  0.00
H -0.0185 -5.7749 9.1929  0.00
H 0.7052 -7.0244 6.0164  0.00
H 1.6627 -7.0005 3.9663  0.00
H 2.4519 -5.4991 3.4324  0.00
H 0.8682 -5.9099 2.8233  0.00
H 2.8840 0.8648 -1.0151  0.01
H 3.4003 1.9926 -3.1329  0.00
H 4.8602 0.8987 -4.8084  0.00
H 5.7857 -1.3508 -4.3431  0.00
H 5.2328 -2.4888 -2.1914  0.00
H 1.0312 0.2585 3.9471  0.00
H 2.3297 1.8797 5.2588  0.00
H 4.4565 1.1686 6.3419  0.00
H 5.2449 -1.1503 6.0779  0.00
H 5.0585 -3.2914 5.2566  0.00
H 4.2772 -3.3973 3.6658  0.00
H 3.4083 -3.9136 5.1118  0.00
H -0.6661 -1.4149 4.9065  0.00
H 0.3704 -1.1745 6.3004  0.00
H -1.3258 -1.6214 6.5405  0.00
H -0.9293 -3.5311 7.8372  0.00
N 1.1224 -5.6838 -0.4561  0.00
C 0.9898 -4.2931 -0.5209  0.00
N -0.0974 -3.8178 0.1810  0.00
O 1.7677 -3.6157 -1.1473  0.00
H 0.8245 -6.1023 0.4122  0.00
H 2.0567 -5.9589 -0.7202  0.00
H -0.8838 -4.4505 0.1758  0.00
H -0.3654 -2.8535 -0.0100  0.00
S 1.7978 -0.1008 1.0259  0.31

---

Below is a single C3H4ClN3O molecule at a distorted geometry, with properties calculated with ωB97M-V/def2-TZVPD.

Summary:
HOMO energy: -0.3016 Ha
Energy above the lowest of the compared OMol25 structures with the same formula, charge and spin: 53.3 kcal per mole
SMILES string: [H]/N=c1/oc(Cl)cn1N
HOMO-LUMO gap: 8.80 eV
E_LUMO: 0.590 eV

Last column: natural (NBO) charge in e.
Cartesian coordinates (Å):
C -0.8063 0.7178 0.8408  -0.11
C 0.2979 1.1715 1.4487  0.17
C 0.9538 -0.0383 -0.3125  0.65
H -0.9059 -1.9382 -0.8151  0.35
H -1.1431 -0.7570 -1.8660  0.35
H -1.8157 0.7889 1.1077  0.23
H 1.3360 -1.0682 -1.8120  0.33
N -1.3022 -0.9967 -0.8893  -0.60
N -0.4393 -0.0887 -0.2414  -0.29
N 1.8139 -0.4798 -1.1215  -0.73
O 1.3948 0.6515 0.7961  -0.44
Cl 0.6162 2.0372 2.8647  0.08

---

Below is 2 unconnected molecules or ions with the total composition C8H9NO3 at a distorted geometry, with properties calculated with ωB97M-V/def2-TZVPD.

Summary:
HOMO energy (spin up / spin down): -0.3437 / -0.3449 Ha
Energy above the lowest of the compared OMol25 structures with the same formula, charge and spin: 157.8 kcal per mole
HOMO-LUMO gap (spin up / spin down): 7.70 / 6.48 eV
E_LUMO (spin up / spin down): -1.649 / -2.910 eV

Last column: natural (NBO) charge in e.
Cartesian coordinates (Å):
N -1.6102 0.1241 0.2439  0.51
O -1.7465 -0.1079 1.4268  -0.25
O -1.9037 -0.7944 -0.4921  -0.26
C 0.8760 7.5658 -3.5236  -0.63
C -0.0806 6.9678 -2.5522  -0.03
C -0.3261 5.6039 -2.5658  -0.15
C -1.2296 5.0271 -1.6898  -0.05
C -1.8581 5.8176 -0.7467  -0.20
C -1.6272 7.1752 -0.7172  -0.20
C -0.7537 7.7453 -1.6216  -0.20
C -1.5029 3.5483 -1.7385  -0.13
O -0.7419 2.8371 -0.9462  -0.27
H 0.9699 8.6416 -3.3809  0.22
H 1.8664 7.1262 -3.4087  0.22
H 0.5477 7.3930 -4.5486  0.22
H 0.1936 4.9735 -3.2653  0.20
H -2.5243 5.3570 -0.0355  0.21
H -2.1366 7.7880 0.0093  0.22
H -0.5832 8.8056 -1.5981  0.21
H -2.5466 3.3539 -1.4624  0.18
H -1.3706 3.1759 -2.7620  0.16

---

no.,energy (eV)
1,-94849.3870
2,-22214.1346
3,-16067.9816